*a*
{
  "formula": "C4H11NO3",
  "method": "ωB97M-V/def2-TZVPD",
  "species": ["C", "O", "C", "C", "C", "N", "O", "H", "H", "H", "H", "H", "H", "H", "H", "H", "H", "H", "O"],
  "xyz": [[-0.140, 1.326, 1.432], [-0.813, 0.970, 2.657], [-1.089, 0.979, 0.366], [-0.549, 0.768, -1.134], [-0.174, -0.653, -1.469], [-1.110, -1.621, -1.075], [0.869, -0.914, -2.076], [0.752, 0.778, 1.346], [-0.174, 2.475, 1.712], [-0.581, 0.086, 2.960], [-2.047, 1.645, 0.247], [-1.671, 0.104, 0.567], [0.387, 1.366, -1.413], [-1.485, 1.101, -1.779], [-2.077, -1.348, -0.902], [-0.888, -2.576, -1.490], [2.105, -0.581, 0.002], [3.364, -1.250, 0.468], [2.668, -0.677, 0.749]],
  "smiles": "NC(=O)CCCO.O",
  "molar_mass_g_mol": 121.14,
  "homo_lumo_gap_ha": 0.3935,
  "total_charge": 0,
  "lumo_energy_ha": 0.02268,
  "homo_ev": -10.090
}

*b*
{
  "formula": "C4H11NO3",
  "method": "ωB97M-V/def2-TZVPD",
  "species": ["C", "N", "C", "C", "C", "O", "O", "H", "H", "H", "H", "H", "H", "H", "H", "H", "H", "H", "O"],
  "xyz": [[0.353, 0.613, -2.025], [0.663, 0.927, -0.641], [0.448, 0.208, 1.630], [0.651, -0.276, 0.175], [1.885, -1.090, -0.004], [1.884, -2.350, 0.449], [2.700, -0.911, -0.878], [0.787, -0.339, -2.474], [0.614, 1.446, -2.616], [-0.700, 0.398, -1.965], [1.443, 1.543, -0.548], [0.746, -0.664, 2.337], [1.033, 0.917, 2.098], [-0.499, 0.663, 1.754], [-0.312, -0.939, 0.032], [2.516, -2.916, 0.118], [-6.057, 2.918, 1.267], [-6.566, 1.341, 0.982], [-6.793, 2.313, 1.034]],
  "smiles": "CN[C@H](C)C(=O)O.O",
  "molar_mass_g_mol": 121.14,
  "homo_lumo_gap_ha": 0.3555,
  "total_charge": 0,
  "lumo_energy_ha": 0.02177,
  "homo_ev": -9.081
}

*c*
{
  "formula": "C4H11NO3",
  "method": "ωB97M-V/def2-TZVPD",
  "species": ["C", "N", "C", "C", "C", "O", "O", "H", "H", "H", "H", "H", "H", "H", "H", "H", "H", "H", "O"],
  "xyz": [[-1.399, 0.582, -0.426], [-0.269, 1.143, 0.076], [-0.046, 2.568, 0.086], [0.961, 0.336, -0.080], [1.842, 0.340, 1.150], [2.628, 1.540, 1.200], [-1.530, -0.563, -0.797], [-2.228, 1.297, -0.594], [0.216, 2.943, 1.070], [0.831, 2.811, -0.528], [-0.820, 3.106, -0.424], [1.454, 0.666, -0.989], [0.701, -0.697, -0.261], [1.261, 0.171, 2.050], [2.549, -0.500, 1.086], [2.740, 1.855, 2.100], [-2.794, -6.599, -1.404], [-3.348, -5.221, -1.401], [-2.748, -5.778, -1.914]],
  "smiles": "CN(C=O)CCO.O",
  "molar_mass_g_mol": 121.14,
  "homo_lumo_gap_ha": 0.3748,
  "total_charge": 0,
  "lumo_energy_ha": 0.02708,
  "homo_ev": -9.461
}

Quick one: least stable of them? *b*

*a*
{
  "formula": "C4H11NO3",
  "method": "ωB97M-V/def2-TZVPD",
  "species": ["O", "C", "C", "C", "N", "C", "O", "H", "H", "H", "H", "H", "H", "H", "H", "H", "H", "H", "O"],
  "xyz": [[-1.779, 3.054, -0.496], [-1.175, 2.296, 0.200], [0.055, 1.467, -0.253], [-0.069, 1.142, -1.741], [0.156, 0.383, 0.724], [1.309, -0.429, 0.606], [1.233, -1.560, 1.439], [-1.448, 2.020, 1.240], [0.953, 2.094, -0.180], [-0.255, 2.099, -2.233], [0.840, 0.748, -2.197], [-0.881, 0.454, -1.985], [-0.703, -0.128, 0.587], [1.605, -0.760, -0.411], [2.216, 0.133, 0.860], [0.809, -2.260, 0.922], [-0.873, -3.111, 1.585], [-1.190, -4.276, 0.653], [-0.803, -3.366, 0.680]],
  "smiles": "C[C@@H](C=O)NCO.O",
  "molar_mass_g_mol": 121.14,
  "homo_lumo_gap_ha": 0.3581,
  "total_charge": 0,
  "lumo_energy_ha": 0.01635,
  "homo_ev": -9.298
}

*b*
{
  "formula": "C4H11NO3",
  "method": "ωB97M-V/def2-TZVPD",
  "species": ["C", "N", "O", "O", "H", "H", "H", "H", "H", "C", "C", "C", "O", "H", "H", "H", "H", "H", "H"],
  "xyz": [[-2.112, -0.790, 0.710], [-1.106, 1.933, 0.298], [-0.976, 0.546, 0.075], [-1.953, -2.000, 0.176], [-1.146, -2.369, 0.584], [-1.146, 2.406, -0.603], [-0.305, 2.255, 0.841], [-2.068, -0.759, 1.796], [-2.957, -0.287, 0.250], [2.075, 0.651, 0.338], [0.808, -0.656, -1.409], [0.838, -0.186, 0.035], [0.514, -0.979, 0.991], [-0.207, -0.902, -1.717], [2.104, 0.922, 1.392], [2.973, 0.069, 0.128], [2.095, 1.568, -0.255], [1.121, 0.111, -2.120], [1.448, -1.533, -1.510]],
  "molar_mass_g_mol": 121.14,
  "homo_lumo_gap_ha": 0.3492,
  "total_charge": 0,
  "lumo_energy_ha": 0.03183,
  "homo_ev": -8.637
}

Quick one: least stable of them? *b*

*a*
{
  "formula": "C4H11NO3",
  "method": "ωB97M-V/def2-TZVPD",
  "species": ["C", "C", "N", "C", "O", "O", "H", "H", "H", "H", "H", "H", "H", "C", "O", "H", "H", "H", "H"],
  "xyz": [[-0.579, -1.048, -1.514], [1.685, 0.666, -0.697], [-0.329, -0.696, -0.128], [1.013, -0.237, 0.328], [-0.760, -1.735, 0.735], [1.696, -1.155, 0.874], [0.117, -2.035, 1.100], [-0.541, -0.139, -2.117], [0.155, -1.769, -1.886], [-1.579, -1.476, -1.583], [2.610, 1.044, -0.264], [1.941, 0.111, -1.599], [1.038, 1.510, -0.946], [-1.016, 1.202, 1.573], [-1.726, 1.767, 0.583], [-2.160, 1.074, 0.070], [-0.574, 1.973, 2.198], [-1.419, 0.284, 2.004], [0.428, 0.657, 1.269]],
  "molar_mass_g_mol": 121.14,
  "homo_lumo_gap_ha": [0.3017, 0.3017],
  "total_charge": 0,
  "lumo_energy_ha": [-0.01076, -0.01074],
  "homo_ev": [-8.502, -8.503]
}

*b*
{
  "formula": "C4H11NO3",
  "method": "ωB97M-V/def2-TZVPD",
  "species": ["C", "N", "C", "O", "O", "C", "C", "H", "H", "H", "H", "H", "H", "H", "H", "H", "H", "H", "O"],
  "xyz": [[-1.563, 0.592, -0.449], [-0.378, -0.190, -0.712], [0.124, -1.310, -0.224], [-0.943, -2.155, 0.197], [1.319, -1.598, -0.230], [-1.386, 1.041, 0.996], [-0.327, 2.145, 1.011], [-2.542, 0.032, -0.433], [-1.616, 1.294, -1.273], [0.336, 0.234, -1.194], [-1.856, -1.914, -0.210], [-2.452, 1.331, 1.287], [-1.022, 0.201, 1.503], [0.575, 1.612, 1.063], [-0.487, 2.956, 1.667], [-0.422, 2.651, 0.008], [3.663, 0.699, -0.229], [2.132, 0.341, -0.013], [2.781, 0.889, -0.617]],
  "smiles": "CCCNC(=O)O.O",
  "molar_mass_g_mol": 121.14,
  "homo_lumo_gap_ha": 0.3891,
  "total_charge": 0,
  "lumo_energy_ha": 0.01855,
  "homo_ev": -10.084
}

Quick one: least stable of them? *a*

*a*
{
  "formula": "C4H11NO3",
  "method": "ωB97M-V/def2-TZVPD",
  "species": ["C", "N", "C", "O", "O", "C", "C", "H", "H", "H", "H", "H", "H", "H", "H", "H", "H", "H", "O"],
  "xyz": [[0.439, 0.787, 1.377], [0.740, -0.582, 0.799], [-0.281, -1.519, 1.032], [-1.210, -1.240, 1.872], [-0.232, -2.667, 0.357], [-0.110, 1.756, 0.315], [-0.410, 1.113, -0.988], [-0.165, 0.561, 2.250], [1.253, 1.302, 1.747], [0.848, -0.700, -0.218], [-1.485, -0.477, -0.357], [0.694, 2.495, 0.238], [-0.889, 2.399, 0.876], [-0.680, 0.028, -0.783], [-1.214, 1.654, -1.471], [0.408, 1.101, -1.719], [0.673, -1.989, -2.576], [0.655, -2.327, -1.004], [0.964, -1.697, -1.748]],
  "molar_mass_g_mol": 121.14,
  "homo_lumo_gap_ha": 0.2066,
  "total_charge": 0,
  "lumo_energy_ha": -0.13122,
  "homo_ev": -9.193
}

*b*
{
  "formula": "C4H11NO3",
  "method": "ωB97M-V/def2-TZVPD",
  "species": ["C", "N", "C", "C", "C", "O", "O", "H", "H", "H", "H", "H", "H", "H", "H", "H", "H", "H", "O"],
  "xyz": [[1.455, -0.060, -0.925], [0.626, -0.441, 0.292], [-1.584, -0.469, -0.973], [-0.793, 0.062, 0.200], [-0.999, 1.595, 0.162], [-0.773, 2.187, 1.398], [-1.443, 2.248, -0.724], [1.106, -0.367, -1.965], [2.389, -0.512, -0.816], [1.550, 1.016, -0.713], [0.604, -1.438, 0.422], [-0.992, -0.903, -1.835], [-2.217, -1.259, -0.518], [-2.364, 0.087, -1.554], [-1.278, -0.050, 1.220], [-0.688, 3.172, 1.515], [1.956, -4.414, 0.556], [2.483, -3.005, 0.623], [2.789, -3.936, 0.606]],
  "smiles": "CN[C@H](C)C(=O)O.O",
  "molar_mass_g_mol": 121.14,
  "homo_lumo_gap_ha": 0.3742,
  "total_charge": 0,
  "lumo_energy_ha": 0.01888,
  "homo_ev": -9.669
}

Quick one: least stable of them? *a*

*a*
{
  "formula": "C6H9F",
  "method": "ωB97M-V/def2-TZVPD",
  "species": ["C", "C", "C", "C", "C", "C", "F", "H", "H", "H", "H", "H", "H", "H", "H", "H"],
  "xyz": [[-1.719, 1.477, -1.366], [-0.619, 1.898, -0.822], [-0.684, -1.073, 0.722], [0.081, -1.464, -0.517], [0.619, -0.441, 0.399], [1.758, -0.030, 1.218], [0.668, -2.682, -0.489], [-2.312, 2.250, -1.833], [-1.845, 0.444, -1.293], [0.057, 2.766, -0.532], [-1.510, -0.552, 0.330], [-0.698, -1.613, 1.615], [-0.158, -1.168, -1.529], [1.451, 0.781, 1.757], [2.702, 0.278, 0.606], [2.208, -0.869, 1.735]],
  "molar_mass_g_mol": 100.14,
  "homo_lumo_gap_ha": [0.3312, 0.3052],
  "total_charge": 0,
  "lumo_energy_ha": [0.02429, 0.02083],
  "homo_ev": [-8.352, -7.739]
}

*b*
{
  "formula": "C6H9F",
  "method": "ωB97M-V/def2-TZVPD",
  "species": ["C", "C", "C", "C", "C", "C", "F", "H", "H", "H", "H", "H", "H", "H", "H", "H"],
  "xyz": [[1.008, 2.154, 0.577], [-2.689, -1.134, -1.714], [0.404, 0.759, 0.826], [-1.923, -0.244, -1.457], [0.565, -1.691, 0.469], [0.935, -0.299, 0.234], [1.705, -0.141, -0.896], [0.386, 2.932, 1.106], [1.963, 2.155, 1.054], [-3.261, -1.995, -2.033], [0.835, 2.243, -0.474], [-0.298, 0.672, 1.591], [-1.404, 0.630, -1.085], [1.169, -1.997, 1.434], [1.042, -2.356, -0.279], [-0.437, -1.688, 0.646]],
  "smiles": "C/C=C(/C)F.C#C",
  "molar_mass_g_mol": 100.14,
  "homo_lumo_gap_ha": 0.3723,
  "total_charge": 0,
  "lumo_energy_ha": 0.03750,
  "homo_ev": -9.111
}

Quick one: least stable of them? *a*

*a*
{
  "formula": "C3H4N2O",
  "method": "ωB97M-V/def2-TZVPD",
  "species": ["C", "C", "C", "N", "N", "O", "H", "H", "H", "H"],
  "xyz": [[-1.321, -0.488, -0.339], [-0.030, -0.305, -0.604], [0.704, 0.983, -0.536], [1.403, 0.949, 0.529], [1.207, -0.380, 1.090], [0.867, -1.194, -0.050], [-1.621, -1.450, 0.064], [-2.055, 0.298, -0.456], [0.222, -0.280, 1.458], [0.624, 1.867, -1.156]],
  "smiles": "C=C1C=NNO1",
  "molar_mass_g_mol": 84.08,
  "homo_lumo_gap_ha": 0.3983,
  "total_charge": 0,
  "lumo_energy_ha": 0.01917,
  "homo_ev": -10.317
}

*b*
{
  "formula": "C3H4N2O",
  "method": "ωB97M-V/def2-TZVPD",
  "species": ["N", "C", "O", "C", "C", "N", "H", "H", "H", "H"],
  "xyz": [[1.591, 0.659, 0.057], [1.281, -0.538, 0.302], [0.016, -0.988, 0.126], [-0.823, 0.015, -0.446], [-2.176, 0.044, 0.122], [-3.179, 0.337, 0.619], [2.559, 0.868, 0.263], [1.938, -1.333, 0.664], [-0.748, -0.071, -1.533], [-0.457, 1.006, -0.174]],
  "smiles": "[H]/N=C/OCC#N",
  "molar_mass_g_mol": 84.08,
  "homo_lumo_gap_ha": 0.4280,
  "total_charge": 0,
  "lumo_energy_ha": 0.02726,
  "homo_ev": -10.905
}

*c*
{
  "formula": "C3H4N2O",
  "method": "ωB97M-V/def2-TZVPD",
  "species": ["C", "C", "C", "H", "H", "H", "H", "N", "N", "O"],
  "xyz": [[-1.026, -0.244, -0.262], [0.038, 0.920, -0.297], [1.267, 0.331, -0.077], [-2.845, 0.414, -0.024], [-0.096, 2.054, -0.032], [2.283, 0.559, 0.287], [1.641, -1.374, 0.750], [-2.282, -0.384, 0.093], [1.160, -0.952, -0.122], [-0.140, -1.324, -0.315]],
  "smiles": "[H]/N=c1\\cc[nH]o1",
  "molar_mass_g_mol": 84.08,
  "homo_lumo_gap_ha": 0.3369,
  "total_charge": 0,
  "lumo_energy_ha": 0.02224,
  "homo_ev": -8.561
}

Quick one: least stable of them? *a*